# 1
An isolated molecule of C5H12BN. Source: the Open Molecules 2025 dataset; level of theory: the ωB97M-V functional and the def2-TZVPD basis.

Atoms and positions in Å:
C (2.536, 0.428, 1.224)
C (1.848, 0.272, 0.141)
B (0.468, -0.422, -0.075)
C (0.109, -2.122, 0.163)
N (-0.667, 0.364, -0.406)
C (-0.450, 1.729, -0.566)
C (-2.022, -0.089, -0.791)
H (3.513, 0.961, 1.193)
H (2.447, -0.033, 2.231)
H (2.338, 0.703, -0.744)
H (-0.217, -2.844, -0.684)
H (-0.662, -2.359, 0.968)
H (1.131, -2.447, 0.567)
H (-1.059, 2.277, 0.225)
H (0.621, 1.917, -0.341)
H (-0.752, 2.051, -1.573)
H (-2.060, -1.138, -0.909)
H (-2.799, 0.294, -0.219)
H (-2.419, 0.203, -1.731)

Results
HOMO   -9.27 eV
SMILES   C=CB(C)N(C)C
Total energy   -7545.013 eV
Orbital gap   10.042 eV
Relative energy (zero: lowest compared OMol25 entry of this formula, charge and spin)   47.3 kJ/mol



# 2
An isolated molecule of CHClF2O. Source: the Open Molecules 2025 dataset; level of theory: the ωB97M-V functional and the def2-TZVPD basis.

Atoms and positions in Å:
F (0.467, 0.294, -1.326)
C (0.597, 0.147, -0.023)
F (1.304, 1.088, 0.502)
O (-1.063, 0.215, 0.563)
Cl (-2.187, -0.862, 0.047)
H (0.882, -0.880, 0.238)

Results
HOMO   -10.03 eV
SMILES   FC(F)OCl
Total energy   -21055.079 eV
Orbital gap   10.290 eV
Relative energy (zero: lowest compared OMol25 entry of this formula, charge and spin)   323.4 kJ/mol



# 3
C12H33ClCuN3O7 as an isolated structure. Source: the Open Molecules 2025 dataset; level of theory: the ωB97M-V functional and the def2-TZVPD basis.

Atoms and positions in Å:
Cu (-0.282, -0.582, 0.182)
Cl (3.831, -0.925, 0.175)
O (4.252, -0.965, 1.535)
O (4.074, 0.324, -0.455)
O (4.453, -2.029, -0.464)
O (2.442, -1.095, 0.235)
C (1.350, 2.728, 0.665)
C (0.716, 2.352, -0.702)
C (1.358, 3.142, -1.818)
O (1.144, 2.707, -3.178)
C (1.603, 3.490, -4.286)
N (0.773, 0.977, -1.037)
H (1.057, 3.727, 0.987)
H (2.438, 2.785, 0.711)
H (1.126, 2.074, 1.508)
H (-0.338, 2.620, -0.624)
H (2.421, 3.185, -1.581)
H (1.001, 4.166, -1.708)
H (2.659, 3.708, -4.124)
H (1.089, 4.448, -4.372)
H (1.635, 2.922, -5.216)
H (1.636, 0.519, -0.780)
H (0.928, 1.200, -2.009)
C (-3.368, 1.610, 2.197)
C (-1.922, 1.219, 1.781)
C (-1.234, 0.386, 2.891)
O (-0.004, 0.062, 2.382)
C (0.967, -0.273, 3.362)
N (-2.161, 0.367, 0.541)
H (-3.925, 0.701, 2.427)
H (-3.975, 2.249, 1.555)
H (-3.460, 2.186, 3.118)
H (-1.259, 2.001, 1.412)
H (-1.765, -0.462, 3.324)
H (-1.018, 1.159, 3.628)
H (1.265, 0.528, 4.038)
H (1.922, -0.620, 2.967)
H (0.632, -1.140, 3.933)
H (-3.009, -0.180, 0.589)
H (-2.541, 1.029, -0.122)
C (-0.869, -4.909, 0.329)
C (-0.391, -3.523, -0.051)
C (-0.978, -3.125, -1.443)
O (-0.651, -1.731, -1.719)
C (-1.299, -1.264, -2.923)
N (-0.877, -2.537, 0.943)
H (-0.319, -5.744, -0.105)
H (-1.952, -5.015, 0.269)
H (-0.650, -5.031, 1.390)
H (0.691, -3.484, 0.075)
H (-2.061, -3.255, -1.444)
H (-0.503, -3.767, -2.184)
H (-2.389, -1.242, -2.891)
H (-0.844, -1.872, -3.704)
H (-1.021, -0.225, -3.102)
H (-1.867, -2.701, 1.057)
H (-0.532, -2.876, 1.830)

Results
HOMO (alpha / beta)   -15.19 / -15.19 eV
<S²>   2.01
Net charge   +2
2S+1   3
Total energy   -88916.366 eV
Orbital gap (alpha / beta)   10.001 / 3.947 eV



no.,F_max (eV Å⁻¹)
1,4.19
2,4.34
3,3.52